{"formula": "C36H21F4MnN5P", "method": "ωB97M-V with the def2-TZVPD basis set", "symbols": ["Mn", "C", "C", "C", "C", "C", "C", "P", "C", "C", "C", "C", "C", "C", "C", "C", "C", "C", "C", "C", "H", "H", "H", "H", "H", "H", "H", "H", "H", "H", "H", "H", "H", "H", "C", "C", "C", "C", "N", "C", "C", "H", "H", "H", "H", "H", "H", "H", "F", "C", "C", "F", "C", "C", "C", "F", "C", "C", "C", "N", "C", "N", "F", "C", "C", "N", "C", "N"], "xyz": [[-0.365, -1.032, 0.929], [-1.417, 4.347, 5.049], [-1.533, 4.624, 3.696], [-1.218, 3.658, 2.758], [-0.779, 2.408, 3.186], [-0.711, 2.107, 4.541], [-1.028, 3.084, 5.469], [-0.502, 1.104, 1.952], [-0.301, 2.030, 0.400], [-1.241, 1.998, -0.628], [-0.975, 2.676, -1.806], [0.231, 3.343, -1.974], [1.175, 3.357, -0.955], [0.910, 2.706, 0.236], [-2.190, 0.358, 2.071], [-3.376, 0.945, 2.486], [-4.398, 0.112, 2.915], [-4.215, -1.261, 2.969], [-3.033, -1.848, 2.536], [-2.022, -1.037, 2.040], [-1.645, 5.115, 5.772], [-1.880, 5.591, 3.365], [-1.323, 3.863, 1.702], [-0.424, 1.115, 4.864], [-0.977, 2.865, 6.524], [-2.173, 1.465, -0.483], [-1.710, 2.692, -2.597], [0.421, 3.879, -2.891], [2.115, 3.873, -1.079], [1.636, 2.722, 1.040], [-3.487, 2.018, 2.508], [-5.330, 0.537, 3.252], [-4.994, -1.891, 3.367], [-2.913, -2.917, 2.642], [0.515, -6.388, -1.778], [0.378, -5.298, -0.782], [1.451, -4.541, -0.313], [1.226, -3.480, 0.546], [0.001, -3.119, 0.955], [-1.030, -3.882, 0.551], [-0.886, -4.956, -0.295], [1.550, -6.592, -2.033], [-0.026, -6.104, -2.681], [0.049, -7.302, -1.413], [2.463, -4.765, -0.612], [2.061, -2.893, 0.923], [-2.011, -3.591, 0.901], [-1.763, -5.507, -0.592], [1.263, -0.583, -0.529], [1.781, -0.258, -1.790], [2.869, 0.578, -1.803], [3.349, 0.991, -0.625], [3.480, 0.986, -3.016], [2.967, 0.367, -4.188], [1.887, -0.491, -4.157], [1.440, -0.999, -5.305], [1.199, -0.795, -2.957], [-0.024, -1.548, -2.926], [-0.815, -1.405, -1.821], [-1.396, -1.172, -0.829], [-0.437, -2.431, -3.936], [-0.788, -3.222, -4.688], [3.515, 0.656, -5.364], [4.497, 1.968, -3.050], [5.189, 2.353, -4.208], [5.796, 2.718, -5.113], [4.838, 2.719, -1.916], [5.084, 3.381, -1.009]], "atomic_forces_ev_per_a": [[-0.124, -1.298, 0.320], [-0.041, -0.019, -0.062], [-0.061, 0.049, 0.054], [0.147, -0.190, -0.132], [0.465, -0.112, 0.352], [0.096, 0.040, -0.059], [-0.029, 0.002, 0.105], [-1.140, 1.311, -0.149], [0.004, -0.220, -0.003], [-0.004, 0.047, 0.344], [0.032, 0.031, -0.211], [-0.108, 0.044, 0.062], [0.016, 0.032, 0.008], [-0.117, -0.164, 0.003], [1.127, -0.880, -0.444], [-0.189, -0.177, -0.111], [-0.007, 0.190, -0.048], [0.176, 0.021, -0.092], [0.610, -0.498, -0.060], [-1.324, 1.308, 0.667], [-0.034, 0.023, 0.087], [0.008, 0.113, -0.018], [0.060, 0.113, -0.018], [0.076, -0.002, 0.064], [0.052, -0.050, 0.088], [0.011, 0.041, -0.109], [-0.053, -0.041, -0.052], [0.051, 0.003, -0.104], [0.088, 0.099, -0.025], [0.078, 0.021, -0.018], [0.041, 0.094, 0.075], [-0.098, 0.065, 0.033], [-0.098, -0.086, 0.005], [-0.027, -0.087, -0.071], [0.010, -0.152, -0.153], [-0.098, 0.376, 0.248], [-0.102, -0.024, 0.141], [0.249, -0.122, -0.047], [0.113, 0.165, -0.179], [-0.132, -0.081, -0.049], [0.141, 0.139, 0.216], [0.063, -0.012, -0.023], [0.051, 0.002, -0.114], [0.022, -0.071, 0.051], [0.094, -0.041, -0.057], [-0.115, -0.020, -0.116], [0.035, 0.040, -0.109], [-0.100, -0.102, -0.061], [0.694, 0.116, -0.472], [0.014, 0.116, -0.287], [-0.113, -0.015, 0.203], [-0.110, -0.123, -0.330], [-0.325, -0.382, 0.048], [-0.129, -0.105, 0.099], [0.122, 0.132, 0.207], [0.046, 0.151, 0.206], [0.182, 0.312, 0.157], [0.337, 0.159, 0.062], [-0.467, 0.245, 0.596], [-0.037, -0.028, -0.672], [0.030, -0.226, 0.083], [-0.236, -0.418, -0.471], [-0.198, -0.105, 0.286], [-0.129, -0.232, -0.004], [0.060, -0.060, -0.243], [0.227, 0.133, -0.356], [0.012, 0.205, 0.385], [0.105, 0.204, 0.274]], "mulliken_charge": [-0.4640, -0.4782, -0.7993, -0.3319, 0.5542, -0.2549, -0.6927, 0.2181, 0.7001, -0.1506, -0.9600, -0.5123, -0.9165, -0.4899, 0.3766, -0.3078, -0.7477, -0.7010, -0.2004, 0.7545, 0.4200, 0.4231, 0.5052, 0.4402, 0.4176, 0.3936, 0.4632, 0.4574, 0.6123, 0.4954, 0.5455, 0.4451, 0.4352, 0.4951, -1.5235, 1.0852, -0.6062, -0.4967, -0.3427, -0.1594, -0.6372, 0.3763, 0.3277, 0.3892, 0.4307, 0.4912, 0.1401, 0.4832, 0.1791, -0.0276, 0.4793, -0.3991, 0.5603, 0.0018, -0.0196, -0.3324, 0.9529, 0.0865, 0.8172, -0.5829, -0.4458, -0.5682, -0.3102, 0.6482, -0.0600, -0.4728, -0.0679, -0.5420], "fmax_ha_per_bohr": 0.038, "e_above_lowest_kcal_mol": 34.5, "spin_multiplicity": 6, "total_charge": 1}

{"formula": "C5H12ClNO", "method": "ωB97M-V with the def2-TZVPD basis set", "symbols": ["C", "C", "O", "C", "C", "Cl", "C", "N", "H", "H", "H", "H", "H", "H", "H", "H", "H", "H", "H", "H"], "xyz": [[-1.183, -0.220, 1.605], [-1.163, 0.382, 0.143], [-1.843, -0.039, -0.886], [0.301, 0.541, -0.221], [1.148, 1.183, 0.850], [0.636, 1.816, -1.570], [0.873, -0.743, -0.749], [0.315, -1.293, -2.071], [-2.265, 0.043, 2.035], [-1.540, -1.400, 1.721], [-0.511, 0.292, 2.272], [-1.564, 1.392, 0.378], [-1.075, -0.806, -1.190], [0.341, 2.018, 1.007], [2.112, 1.399, 0.647], [1.552, 0.700, 1.856], [1.940, -0.589, -0.778], [0.624, -1.499, -0.020], [0.368, -2.361, -2.052], [0.933, -0.816, -2.977]], "atomic_forces_ev_per_a": [[-5.886, -2.702, 0.122], [1.598, 4.211, 3.940], [1.057, -5.438, -2.624], [1.575, 0.028, -0.940], [-3.369, -0.103, 3.778], [-0.824, -0.582, -0.038], [0.320, -1.003, -1.253], [2.448, 0.767, -1.399], [2.034, 0.259, -0.902], [2.383, 2.468, -0.414], [0.400, -0.732, 0.214], [0.444, 0.053, -0.118], [-3.664, 2.112, -0.965], [2.689, -0.547, 0.796], [2.680, 1.891, -2.262], [-2.329, -0.062, -1.446], [0.448, -0.352, -0.113], [0.166, -0.390, 0.487], [0.371, 2.205, -0.362], [-2.541, -2.082, 3.496]], "mulliken_charge": [-1.1021, -0.2711, -0.6096, 1.2133, -1.5726, -0.2207, -1.3345, -0.5527, 0.3294, 0.2803, 0.3582, 0.4296, 0.5750, 0.3832, 0.4789, 0.2487, 0.3758, 0.4425, 0.2490, 0.2993], "smiles": "C[C@H](O)[C@](C)(Cl)CN", "fmax_ha_per_bohr": 0.126, "e_above_lowest_kcal_mol": 102.9, "total_charge": 0}

{"formula": "C13H20BrClO3", "method": "ωB97M-V with the def2-TZVPD basis set", "symbols": ["C", "C", "C", "C", "C", "C", "C", "C", "C", "C", "C", "Br", "O", "C", "O", "O", "C", "Cl", "H", "H", "H", "H", "H", "H", "H", "H", "H", "H", "H", "H", "H", "H", "H", "H", "H", "H", "H", "H"], "xyz": [[-1.197, 2.909, -0.170], [-2.206, 1.652, -0.470], [-3.830, 1.947, -0.227], [-1.821, 0.300, -0.962], [-1.729, -1.071, -0.058], [-1.174, -0.809, 1.488], [0.250, -1.640, 1.727], [0.403, -1.741, 3.390], [1.573, -0.850, 1.156], [2.270, -1.524, -0.162], [1.999, -0.751, -1.579], [0.702, -1.648, -2.873], [3.248, -0.791, -2.410], [3.011, 0.253, -3.460], [3.757, 0.512, -4.568], [1.794, 1.048, -3.088], [1.780, 0.873, -1.621], [3.449, 1.535, -1.124], [-1.730, 3.951, -0.067], [-0.437, 2.988, -1.085], [-0.546, 2.622, 0.785], [-3.989, 1.900, 0.933], [-4.415, 1.133, -0.836], [-4.003, 3.041, -0.659], [-1.532, 0.188, -2.114], [-1.031, -1.907, -0.512], [-2.814, -1.554, -0.001], [-1.994, -1.301, 2.195], [-1.092, 0.333, 1.760], [0.170, -2.727, 1.250], [0.867, -0.749, 3.853], [-0.686, -1.821, 3.865], [1.072, -2.644, 3.715], [1.295, 0.282, 1.059], [2.387, -0.909, 2.028], [3.436, -1.556, 0.036], [1.923, -2.665, -0.190], [0.840, 1.194, -1.004]], "atomic_forces_ev_per_a": [[0.284, -0.754, -1.883], [-0.927, -1.107, -0.336], [1.971, -0.408, 1.030], [0.953, 1.333, -0.225], [-1.813, 0.180, 0.125], [-0.426, -1.191, -0.468], [-0.429, 0.798, 1.268], [-0.480, 0.277, -0.031], [0.159, -0.294, 0.897], [0.207, -0.357, 0.392], [1.727, 0.178, -0.200], [0.266, 0.161, 1.399], [-2.099, 2.347, -2.465], [3.012, 1.111, -4.493], [-5.650, -2.239, 8.459], [2.907, -1.453, 1.262], [0.312, -2.343, -0.720], [-1.745, 0.537, 0.968], [0.979, -2.216, -0.040], [-1.411, -0.023, 1.908], [-1.589, 0.726, -1.969], [-0.454, 0.288, -2.199], [1.018, 1.791, 1.476], [0.272, -2.448, 1.026], [0.941, 0.549, 2.898], [-1.466, 2.092, 0.364], [2.198, 0.754, 0.113], [1.848, 1.149, -1.345], [-0.006, -2.286, -0.619], [0.097, 2.332, 1.077], [-0.888, -2.047, -1.201], [2.455, -0.121, -0.952], [-1.308, 1.706, -0.608], [0.648, -2.055, -0.059], [-1.726, 0.169, -2.008], [-2.408, 0.292, -0.791], [0.692, 2.629, -0.351], [1.880, -0.055, -1.701]], "mulliken_charge": [-0.7363, 0.3967, -1.0152, -0.4480, -0.5155, -0.6966, 0.2424, -1.2913, -0.3973, -0.7710, 0.4059, -0.0954, -0.3320, 0.4442, -0.5147, -0.3108, 0.6533, -0.1273, 0.3553, 0.2274, 0.1692, 0.2403, 0.2748, 0.3311, 0.2706, 0.1673, 0.3576, 0.3145, 0.2106, 0.3536, 0.2878, 0.3477, 0.3282, 0.1553, 0.3803, 0.2628, 0.3332, -0.2581], "smiles": "CC(C)=CCC[C@H](C)CC[C@]1(Br)OC(=O)O[C@@H]1Cl", "fmax_ha_per_bohr": 0.203, "total_charge": 0, "e_tot_ev": -102501.8925}